# 1
Entry from the Open Molecules 2025 dataset: a molecular structure, C33H82BaN5O11Zn at a distorted geometry (wB97M-V/def2-TZVPD).

Computed properties:
ΔE to the lowest compared entry with this formula, charge and spin   0.0 kcal per mole
HOMO   -0.4534 hartree
Frontier orbital gap   1.217 eV
LUMO   -11.12 eV

```
! RIJCOSX wB97M-V def2-TZVPD def2/J DEFGRID3
* xyz 3 1
Ba -16.92970 -10.80417 -2.73478
Zn -17.69281 -6.95980 -3.17583
C -19.43626 -8.24869 -6.27601
C -18.15697 -8.85641 -5.86388
C -16.99038 -8.46501 -6.82868
O -17.76091 -8.68262 -4.56459
H -19.31216 -7.16700 -6.22479
H -20.19150 -8.50880 -5.53436
H -19.79046 -8.59784 -7.24593
H -18.19585 -9.94438 -5.91778
H -16.98858 -7.37736 -6.90016
H -17.22211 -9.04361 -7.72290
H -15.98195 -8.67508 -6.47227
C -16.64151 -4.96607 -5.48367
O -17.74576 -5.58433 -4.78720
C -18.93887 -4.74287 -4.90010
C -20.16970 -5.35863 -4.12311
N -19.70303 -5.98965 -2.82098
C -19.54617 -4.76898 -1.84458
C -20.83799 -4.43334 -1.06698
O -21.49196 -3.44495 -1.80101
C -22.57343 -2.77526 -1.14058
H -16.58389 -4.18635 -6.24315
H -16.11560 -5.74921 -6.02976
H -15.95191 -4.86987 -4.64504
H -19.12067 -4.64713 -5.97055
H -18.70384 -3.69893 -4.69260
H -20.81949 -6.04413 -4.66713
H -20.86522 -4.53003 -3.98989
H -20.36070 -6.63554 -2.40818
H -19.05482 -3.88033 -2.24077
H -18.94165 -5.10353 -1.00152
H -20.50707 -4.15748 -0.06574
H -21.43182 -5.33762 -1.20019
H -23.35068 -3.48796 -0.86481
H -23.09939 -2.03279 -1.74074
H -22.15355 -2.23658 -0.29109
C -21.92362 -13.45715 -4.95854
O -21.95238 -13.14937 -6.21841
C -21.64059 -11.76202 -6.56747
C -23.00065 -11.07569 -6.92152
N -23.90124 -11.75942 -7.85324
C -25.23844 -11.09577 -7.84626
C -25.12047 -9.56376 -8.27325
O -26.27564 -8.75086 -8.00742
C -26.09987 -7.31614 -8.19269
H -22.87793 -13.19812 -4.49995
H -21.04634 -13.02167 -4.48017
H -21.87572 -14.54446 -5.01813
H -21.05481 -11.83038 -7.48414
H -21.09522 -11.17636 -5.82742
H -22.70298 -10.03953 -7.08236
H -23.57801 -10.77121 -6.04857
H -23.98759 -12.67492 -7.43551
H -25.57880 -11.05890 -6.81142
H -26.03532 -11.52779 -8.45160
H -25.06975 -9.46520 -9.35760
H -24.31937 -8.99802 -7.79755
H -27.07223 -6.90710 -7.91829
H -25.60564 -6.90963 -9.07507
H -25.48779 -7.15124 -7.30597
C -18.03944 -12.67183 -6.13789
O -16.96922 -11.95221 -5.45864
C -15.74381 -12.14057 -6.17445
C -14.59799 -12.58336 -5.24465
N -14.46274 -11.62964 -4.11049
C -13.81522 -10.32731 -4.45160
C -13.37252 -9.63976 -3.14644
O -14.58219 -9.52442 -2.37397
C -14.51492 -8.83307 -1.19412
H -17.77318 -13.70059 -6.38052
H -18.19296 -12.15128 -7.08317
H -18.98347 -12.54145 -5.60883
H -15.37363 -11.40813 -6.89181
H -15.76683 -13.07897 -6.72850
H -13.83143 -12.81191 -5.98509
H -14.83947 -13.47033 -4.65893
H -13.77854 -12.12416 -3.55602
H -14.32603 -9.65330 -5.13926
H -12.93582 -10.79088 -4.89866
H -12.75552 -8.74173 -3.17711
H -12.84778 -10.28189 -2.43904
H -13.78020 -8.02991 -1.13732
H -13.94201 -9.43628 -0.48983
H -15.38787 -8.57110 -0.59627
C -15.24986 -8.31375 -10.23187
O -15.16187 -8.12582 -11.64176
C -14.80358 -9.25070 -12.43978
C -13.28456 -9.26707 -12.30230
N -12.86017 -8.93944 -13.67628
C -11.49924 -8.65586 -14.04127
C -10.55299 -9.82289 -14.09920
O -9.77964 -9.62550 -15.27078
C -8.84258 -10.72183 -15.44102
H -15.17438 -7.36721 -9.69664
H -14.47849 -8.86613 -9.69525
H -16.23962 -8.71977 -10.02303
H -15.28965 -9.09084 -13.40222
H -15.26841 -10.21145 -12.21842
H -13.06285 -10.28427 -11.97943
H -12.82174 -8.67566 -11.51228
H -13.41864 -8.27092 -14.18745
H -11.05373 -7.92861 -13.36250
H -11.60717 -8.36309 -15.08565
H -11.20744 -10.67652 -14.27557
H -9.87446 -10.15892 -13.31512
H -9.22356 -11.72806 -15.26647
H -8.09759 -10.62268 -14.65155
H -8.39773 -10.64298 -16.43298
C -26.33051 -1.81459 -3.64761
O -25.45246 -2.89237 -3.86300
C -25.86619 -3.80316 -4.87718
C -24.58679 -4.62764 -5.29257
N -24.24781 -5.81192 -4.49005
C -23.93478 -5.54090 -3.08621
C -23.25143 -6.79639 -2.52788
O -22.17185 -7.41796 -3.34952
C -21.60891 -8.63445 -2.93033
H -26.97100 -2.17227 -2.84143
H -27.02767 -1.54129 -4.43968
H -25.86600 -0.91339 -3.24739
H -26.26671 -3.28428 -5.74807
H -26.70863 -4.45600 -4.64873
H -23.74596 -3.93824 -5.36893
H -24.74320 -4.99200 -6.30789
H -23.55017 -6.44399 -4.85596
H -24.81899 -5.26572 -2.51128
H -23.16892 -4.76531 -3.08767
H -24.04119 -7.50884 -2.28959
H -22.86119 -6.48205 -1.55990
H -22.11321 -9.34727 -3.58276
H -21.73736 -8.94956 -1.89480
H -20.52241 -8.70339 -2.98372
*
```



# 2
Entry from the Open Molecules 2025 dataset: a molecular structure, C33H83AsB2F6N3NaO5Sn at a distorted geometry (wB97M-V/def2-TZVPD).

Computed properties:
<S²>   0.753
HOMO (alpha / beta)   -0.1699 / -0.2076 hartree
Frontier orbital gap (alpha / beta)   5.847 / 6.947 eV
LUMO (alpha / beta)   1.22 / 1.30 eV

```
! RIJCOSX wB97M-V def2-TZVPD def2/J DEFGRID3
* xyz -1 2
Na -20.01185 -10.84200 -22.93912
Sn -20.73520 -6.02699 -22.62987
B -19.36054 -10.22099 -25.37184
H -18.63468 -10.11496 -24.58056
H -20.24735 -9.70514 -25.03763
H -18.94640 -9.74188 -26.24544
H -19.62725 -11.23444 -25.62881
B -19.09458 -8.47938 -22.14680
H -19.88135 -8.22268 -21.45445
H -18.35047 -7.70748 -22.02549
H -18.66622 -9.42896 -21.86568
H -19.55090 -8.47867 -23.12457
As -23.10575 -9.99871 -21.90892
F -24.76368 -9.77055 -22.59316
F -22.35819 -10.36801 -23.53582
F -21.48770 -10.45053 -21.20383
F -23.71019 -9.51500 -20.30016
F -23.57497 -11.72803 -21.60511
F -22.58366 -8.22156 -22.00711
C -22.76958 -1.31247 -20.80463
C -22.14313 -2.72520 -21.21882
N -22.58037 -3.27186 -22.52851
C -23.99994 -3.67094 -22.55170
C -24.37881 -4.69535 -21.47943
C -22.43662 -2.32697 -23.63990
C -20.90919 -2.11480 -23.86484
H -22.30257 -1.16716 -19.83053
H -23.84809 -1.34020 -20.64925
H -22.61928 -0.48843 -21.50211
H -21.08375 -2.46883 -21.20945
H -22.20308 -3.50885 -20.46357
H -24.66804 -2.81810 -22.67174
H -24.13235 -4.23279 -23.47630
H -25.39248 -5.03335 -21.69466
H -23.79202 -5.61391 -21.48221
H -24.58792 -4.35238 -20.46615
H -22.97268 -1.40137 -23.43015
H -22.89362 -2.61425 -24.58684
H -20.34750 -2.98987 -24.19172
H -20.35074 -1.66964 -23.04139
H -20.80791 -1.37762 -24.66134
C -20.90447 -15.02661 -21.06982
C -20.95091 -13.65292 -21.77205
N -19.67075 -13.22982 -22.42676
C -19.37371 -14.06991 -23.63183
C -20.48741 -13.93346 -24.70778
C -18.48860 -13.40049 -21.54031
C -18.55632 -12.30555 -20.43801
H -20.24526 -15.04661 -20.20199
H -20.67962 -15.81763 -21.78526
H -21.85989 -15.32339 -20.63718
H -21.81210 -13.71061 -22.43772
H -21.23987 -12.94926 -20.99135
H -18.39244 -13.96312 -24.09420
H -19.35817 -15.04409 -23.14313
H -20.13922 -14.05460 -25.73354
H -21.16428 -14.75521 -24.47398
H -20.99547 -12.97034 -24.65891
H -17.53332 -13.20682 -22.02820
H -18.45219 -14.32604 -20.96574
H -17.63180 -12.24029 -19.86434
H -19.22141 -12.61718 -19.63263
H -18.74055 -11.25018 -20.63880
C -21.52822 -11.67027 -27.80453
C -22.89751 -11.16928 -28.31120
N -23.33886 -9.95148 -27.69293
C -24.44052 -9.41820 -28.50878
C -24.90630 -8.01527 -28.08633
C -23.89860 -10.27888 -26.36452
C -25.18196 -11.02301 -26.21896
H -20.74987 -10.95626 -28.07370
H -21.29955 -12.53644 -28.42545
H -21.47320 -11.93331 -26.74818
H -22.71217 -11.13172 -29.38467
H -23.65470 -11.95215 -28.26773
H -24.18016 -9.21997 -29.54849
H -25.33922 -10.02329 -28.62838
H -25.71740 -8.00632 -27.35824
H -24.14766 -7.41288 -27.58664
H -25.20827 -7.39759 -28.93214
H -24.10334 -9.32669 -25.87513
H -23.15364 -10.80782 -25.77008
H -25.23214 -11.99770 -26.70429
H -26.06747 -10.51665 -26.60308
H -25.43798 -11.35584 -25.21308
C -23.07610 -7.47788 -18.08144
C -21.77798 -6.93791 -18.67605
O -21.87769 -6.20982 -19.73813
C -20.41523 -7.22408 -18.05901
H -23.92741 -7.16568 -18.68633
H -23.26714 -7.16829 -17.05393
H -23.05902 -8.56630 -18.13746
H -19.95656 -6.30482 -17.69477
H -19.75419 -7.62237 -18.82875
H -20.47529 -7.93407 -17.23414
C -26.31737 -9.81669 -17.87519
C -27.54259 -9.55518 -18.83429
O -28.51719 -8.94034 -18.48227
C -27.44324 -10.04608 -20.28791
H -26.29825 -9.07868 -17.07327
H -25.54979 -9.54787 -18.60089
H -26.10422 -10.83415 -17.54740
H -28.26651 -9.77320 -20.94810
H -27.33918 -11.13107 -20.28014
H -26.49267 -9.63162 -20.62367
C -25.06211 -14.63223 -22.34509
C -24.50255 -14.99838 -23.75152
O -24.04535 -16.12864 -24.03442
C -24.54313 -13.88192 -24.79833
H -25.61207 -13.69797 -22.45827
H -24.15168 -14.48310 -21.76460
H -25.78950 -15.34467 -21.95594
H -25.46921 -13.32772 -24.64558
H -24.53677 -14.19122 -25.84351
H -23.68306 -13.21405 -24.75025
C -20.50193 -11.42156 -17.55803
C -21.48492 -12.47122 -17.97559
O -21.15378 -13.61787 -18.14320
C -22.90904 -11.91354 -18.15603
H -20.69031 -11.03721 -16.55559
H -20.40609 -10.49773 -18.12851
H -19.50545 -11.85554 -17.64051
H -22.96746 -11.20403 -18.98143
H -23.42244 -11.44874 -17.31433
H -23.58252 -12.73726 -18.39272
C -25.72259 -7.50335 -24.57548
C -27.13930 -7.09736 -24.74429
O -27.80412 -7.40981 -25.72248
C -27.71241 -6.14929 -23.68790
H -25.67825 -8.59114 -24.62888
H -25.20718 -7.18890 -23.66798
H -25.06184 -7.11639 -25.35123
H -26.95277 -5.40202 -23.45849
H -27.79396 -6.50775 -22.66177
H -28.64796 -5.63353 -23.90434
*
```



# 3
Entry from the Open Molecules 2025 dataset: 11 unconnected molecules or ions with the total composition C33H87F2NO35P7S2 at a distorted geometry (wB97M-V/def2-TZVPD).

Computed properties:
HOMO   -0.2763 hartree
Frontier orbital gap   9.526 eV
LUMO   2.01 eV

```
! RIJCOSX wB97M-V def2-TZVPD def2/J DEFGRID3
* xyz -1 1
N 14.76244 -28.99162 -24.88720
S 13.74464 -29.72598 -24.00615
O 13.03386 -29.03540 -22.96416
O 13.88720 -31.15302 -23.82257
F 12.57509 -29.77135 -25.12148
S 16.14927 -29.53200 -24.07932
O 16.75830 -30.75584 -24.52613
O 16.24458 -29.14325 -22.70475
F 17.10018 -28.50317 -24.83284
C 19.92186 -29.76846 -25.55891
O 20.38231 -29.16037 -24.33934
P 21.75745 -28.31500 -24.34553
O 21.98846 -27.65162 -23.06708
O 21.57022 -27.35615 -25.59342
C 20.50502 -26.41069 -25.57457
O 22.92949 -29.28636 -24.84395
C 23.03366 -30.59194 -24.32248
H 20.75456 -29.85769 -26.25967
H 19.16927 -29.13040 -26.01824
H 19.52020 -30.75530 -25.34540
H 19.69202 -26.69112 -24.90491
H 20.15631 -26.26742 -26.59470
H 20.83630 -25.43364 -25.22163
H 24.06458 -30.78107 -24.01614
H 22.74951 -31.35088 -25.05278
H 22.46612 -30.78308 -23.40728
C 15.96451 -25.90339 -26.57454
O 15.96468 -25.56460 -27.94960
P 14.68882 -24.86767 -28.57653
O 14.80441 -24.53152 -29.99911
O 14.43704 -23.59358 -27.64192
C 13.35894 -22.71157 -27.94511
O 13.48348 -25.85128 -28.17117
C 13.49580 -27.19225 -28.65557
H 16.84917 -26.46338 -26.28204
H 15.08488 -26.48377 -26.28904
H 16.00412 -25.04581 -25.89777
H 13.63518 -22.15890 -28.84466
H 13.27001 -22.03133 -27.09858
H 12.39577 -23.20766 -28.07067
H 13.05791 -27.81255 -27.86573
H 14.47600 -27.61600 -28.86735
H 12.78316 -27.27230 -29.47778
C 16.06579 -31.45915 -29.45862
O 15.23017 -32.61600 -29.43287
P 13.73343 -32.45069 -30.05668
O 13.70776 -32.46858 -31.51374
O 12.90312 -33.59396 -29.31606
C 13.29724 -34.94810 -29.46303
O 13.18842 -31.11676 -29.40245
C 12.93354 -30.95720 -27.99374
H 17.07527 -31.69042 -29.78474
H 15.65783 -30.70370 -30.13640
H 16.05740 -31.01254 -28.46224
H 14.23032 -35.01004 -30.01882
H 12.51348 -35.53204 -29.95166
H 13.43987 -35.45277 -28.50917
H 12.70868 -31.94775 -27.59341
H 12.05680 -30.34612 -27.81705
H 13.83347 -30.60069 -27.49496
C 8.08399 -34.21622 -24.74083
O 9.10609 -33.52871 -24.00062
P 9.98165 -32.44787 -24.81045
O 10.11105 -32.66566 -26.26012
O 9.26921 -31.06254 -24.42499
C 9.49127 -29.91240 -25.22970
O 11.33764 -32.51117 -23.98355
C 11.34038 -32.55914 -22.57285
H 8.22960 -35.28164 -24.55171
H 8.11033 -34.12268 -25.82401
H 7.13659 -33.91017 -24.30176
H 8.63292 -29.55046 -25.79298
H 10.32227 -30.03892 -25.92336
H 9.83405 -29.11876 -24.56108
H 12.03318 -31.80705 -22.19324
H 11.63907 -33.53297 -22.18784
H 10.41257 -32.28460 -22.06352
C 14.50941 -27.69552 -20.35388
O 14.32036 -26.51855 -19.54020
P 15.56750 -25.90953 -18.75771
O 16.50545 -25.04144 -19.47608
O 14.90518 -25.17248 -17.50884
C 14.33715 -23.87919 -17.71624
O 16.21490 -27.22560 -18.09915
C 17.28540 -26.99833 -17.20465
H 13.98954 -28.50981 -19.84818
H 15.53567 -28.04138 -20.48570
H 14.10683 -27.46375 -21.33621
H 15.01825 -23.10777 -17.35574
H 13.38171 -23.76693 -17.21193
H 14.21578 -23.68769 -18.78326
H 16.95715 -26.97559 -16.16351
H 17.87905 -26.09902 -17.38517
H 18.01893 -27.80335 -17.27535
C 16.81841 -36.92771 -29.18443
O 16.05566 -36.11102 -28.31692
P 16.80544 -34.91166 -27.54509
O 17.78648 -34.17364 -28.36080
O 15.52668 -34.15956 -26.96639
C 15.71216 -33.08781 -26.04385
O 17.43534 -35.68170 -26.30005
C 16.57117 -36.42278 -25.43264
H 16.21906 -37.79167 -29.47139
H 17.70288 -37.32131 -28.67770
H 17.11945 -36.41846 -30.09938
H 16.09328 -32.19943 -26.54344
H 16.45839 -33.37040 -25.29233
H 14.79731 -32.87617 -25.49997
H 16.92271 -37.44683 -25.32688
H 15.53666 -36.43644 -25.77286
H 16.57332 -35.93818 -24.45724
C 16.94963 -25.94363 -23.07664
O 16.80805 -24.55535 -23.34470
P 18.01532 -23.71302 -23.93343
O 18.58322 -24.21503 -25.19083
O 17.38691 -22.25559 -24.04379
C 16.55022 -21.94094 -25.14743
O 19.04894 -23.64238 -22.74236
C 18.76549 -23.07166 -21.47097
H 16.82690 -26.16804 -22.01817
H 17.90557 -26.39106 -23.36322
H 16.22717 -26.51106 -23.66109
H 16.37528 -22.79716 -25.80138
H 16.95044 -21.16709 -25.80527
H 15.60436 -21.58442 -24.73572
H 19.53555 -22.39306 -21.10987
H 18.66036 -23.89099 -20.75931
H 17.82373 -22.52034 -21.45667
C 9.25350 -27.81844 -20.82886
C 10.73502 -28.02194 -20.53704
C 10.65114 -28.56109 -19.11810
O 9.59670 -29.52106 -19.21605
C 8.59071 -28.99712 -20.07861
H 8.96156 -27.84452 -21.87782
H 8.99050 -26.84097 -20.41946
H 11.28429 -27.07562 -20.52474
H 11.24028 -28.66162 -21.25910
H 10.31606 -27.82374 -18.37586
H 11.50062 -29.11669 -18.72141
H 7.66103 -28.72563 -19.57115
H 8.35708 -29.80854 -20.77235
C 18.00540 -31.16935 -20.18731
C 18.46490 -31.29920 -21.63341
C 19.81305 -30.59278 -21.60051
O 20.36340 -30.83068 -20.31713
C 19.28075 -30.86436 -19.38833
H 17.55552 -32.10214 -19.84602
H 17.29933 -30.34820 -20.05535
H 17.78357 -30.84890 -22.35650
H 18.53427 -32.34565 -21.93756
H 19.64428 -29.51256 -21.71437
H 20.40652 -30.79658 -22.49068
H 19.25556 -29.88665 -18.89345
H 19.43960 -31.56359 -18.56462
C 16.78649 -34.07618 -20.90783
C 16.25549 -33.09202 -21.92860
C 14.98172 -33.74860 -22.40879
O 15.18993 -35.15518 -22.23585
C 16.35746 -35.43431 -21.46335
H 16.36054 -33.94632 -19.90779
H 17.86814 -34.03737 -20.76207
H 16.98327 -32.95293 -22.73332
H 16.10548 -32.09361 -21.51479
H 14.66779 -33.47080 -23.40865
H 14.14589 -33.49012 -21.74656
H 17.13010 -35.73680 -22.18161
H 16.31591 -36.19876 -20.68968
*
```



These records have total energy values of -114597.5260 -139016.5407 -200928.4680 eV, in the order they appear.